An isolated ion of composition ClO4 and charge -1, computed with ωB97M-V/def2-TZVPD.

Each line ends with the natural charge from an NBO analysis.
Geometry (Å):
Cl1 0.0236 0.0749 0.0336  2.530
O1 0.3264 -1.3509 0.0414  -0.923
O2 -1.1722 0.1552 0.7923  -0.874
O3 1.1217 0.8611 0.5247  -0.843
O4 -0.2994 0.2597 -1.3919  -0.890

Force components x, y, z for each atom (eV/Å):
-0.7 -4.5 -3.1
1.6 -0.2 1.0
-1.0 2.0 1.4
-0.4 0.5 -0.1
0.6 2.1 0.8

## Properties
charge	-1
lowest unoccupied orbital energy	4.62	eV
energy relative to the best compared isomer or geometry (same formula, charge and spin)	0.303	eV
spin multiplicity	1
orbital gap	9.529	eV

---

An isolated ion of composition ClO4 and charge -1, computed with ωB97M-V/def2-TZVPD.

Each line ends with the natural charge from an NBO analysis.
Geometry (Å):
Cl1 -0.1428 -0.0227 -0.0036  2.409
O1 0.6343 1.1954 0.5012  -0.878
O2 0.7892 -1.0540 0.5541  -0.890
O3 -1.3986 -0.3061 0.4823  -0.799
O4 0.1180 0.1873 -1.5339  -0.841

Force components x, y, z for each atom (eV/Å):
11.9 2.4 -1.8
-3.4 -0.4 0.1
-1.8 -0.6 -1.5
-4.1 0.3 0.2
-2.6 -1.7 2.9

## Properties
charge	-1
lowest unoccupied orbital energy	4.49	eV
energy relative to the best compared isomer or geometry (same formula, charge and spin)	1.326	eV
spin multiplicity	1
orbital gap	9.220	eV

---

One molecule with the formula ClO4, computed with ωB97M-V/def2-TZVPD.

Each line ends with the natural charge from an NBO analysis.
Geometry (Å):
Cl1 0.0868 0.0194 0.0291  2.455
O1 1.4147 0.5597 -0.1205  -0.685
O2 -0.2186 -1.3718 0.5692  -0.437
O3 -0.6374 1.1167 0.5973  -0.740
O4 -0.6455 -0.3240 -1.0750  -0.593

Force components x, y, z for each atom (eV/Å):
1.1 5.7 4.1
-0.5 -3.2 -0.2
1.6 0.6 1.1
-0.2 -1.2 1.6
-2.0 -1.9 -6.6

## Properties
charge	0
lowest unoccupied orbital energy (alpha / beta)	0.01 / -4.32	eV
energy relative to the best compared isomer or geometry (same formula, charge and spin)	0.881	eV
spin multiplicity	2
orbital gap (alpha / beta)	12.242 / 7.817	eV

---

ClO4PY2 as an isolated structure, computed with ωB97M-V/def2-TZVPD.

Each line ends with the natural charge from an NBO analysis.
Geometry (Å):
Y1 -1.3452 1.0068 -2.2403  1.731
Y2 0.7400 1.6382 1.3142  1.671
P1 0.0994 -1.1977 0.3410  2.387
O1 -0.2381 0.3433 -0.1990  -1.364
O2 1.0634 -2.1094 -0.5925  -0.592
O3 -1.0060 -2.1629 0.7741  -0.896
O4 0.9907 -0.6595 1.5537  -1.209
Cl1 -0.3041 3.1411 -0.9511  -0.727

Atoms 1-6, force components in eV/Å:
1.5 0.5 2.5
0.0 -2.0 -0.5
2.1 -1.6 3.6
-1.5 -1.7 -2.5
-2.1 1.9 0.7
1.4 2.2 -1.9

## Properties
charge	+1
lowest unoccupied orbital energy (alpha / beta)	-5.77 / -5.60	eV
spin multiplicity	2
orbital gap (alpha / beta)	4.479 / 8.388	eV

---

ClO4Tl as an isolated structure, computed with ωB97M-V/def2-TZVPD.

Each line ends with the natural charge from an NBO analysis.
Geometry (Å):
Tl1 -3.1431 -0.9367 -1.8190  1.004
Cl1 0.6514 0.1702 0.3582  2.404
O1 -0.6467 -0.1110 -0.2251  -0.486
O2 0.7991 1.5950 0.1848  -0.279
O3 0.7022 -0.0642 1.7759  -0.289
O4 1.6372 -0.6532 -0.2747  -0.354

Force components x, y, z for each atom (eV/Å):
-0.6 -0.2 -0.3
-0.5 -0.7 -0.7
1.0 0.2 0.5
0.3 -0.2 0.3
0.2 0.3 -0.3
-0.4 0.6 0.5

## Properties
charge	+2
lowest unoccupied orbital energy	-17.57	eV
energy relative to the best compared isomer or geometry (same formula, charge and spin)	0.294	eV
spin multiplicity	1
orbital gap	4.499	eV

---

ClRb as an isolated structure, computed with ωB97M-V/def2-TZVPD.

Each line ends with the Löwdin charge.
Geometry (Å):
Rb1 -20.7516 15.4125 2.8396  0.773
Cl1 -23.0951 15.1164 1.2274  -0.773

Force components x, y, z for each atom (eV/Å):
0.0 0.0 0.0
0.0 0.0 0.0

## Properties
charge	0
lowest unoccupied orbital energy	-0.85	eV
energy relative to the best compared isomer or geometry (same formula, charge and spin)	0.000	eV
spin multiplicity	1
orbital gap	7.310	eV

---

ClZr as an isolated structure, computed with ωB97M-V/def2-TZVPD.

Each line ends with the natural charge from an NBO analysis.
Geometry (Å):
Zr1 -6.0223 -22.2867 40.3889  3.216
Cl1 -7.2012 -20.4510 39.0275  0.784

Force components x, y, z for each atom (eV/Å):
0.0 0.1 0.0
0.0 -0.1 0.0

## Properties
charge	+4
lowest unoccupied orbital energy (alpha / beta)	-29.73 / -30.46	eV
energy relative to the best compared isomer or geometry (same formula, charge and spin)	0.004	eV
spin multiplicity	2
orbital gap (alpha / beta)	9.098 / 6.826	eV

---

Cr2F4H20O14P2 as an isolated structure, computed with ωB97M-V/def2-TZVPD.

Each line ends with the natural charge from an NBO analysis.
Geometry (Å):
Cr1 -2.5560 2.1505 -1.1015  1.934
Cr2 -1.0285 -3.2342 0.5397  2.012
O1 -0.8139 0.9902 -0.5970  -1.083
P1 0.1377 -0.0993 -0.2308  2.730
O2 -0.2917 -1.4782 0.2227  -1.078
F1 1.0032 0.5224 0.9075  -0.541
F2 1.2562 -0.2613 -1.2856  -0.513
O3 -3.3121 0.3515 -0.4015  -1.140
P2 -3.8131 -0.9634 0.1621  2.733
O4 -2.7755 -2.0497 0.3941  -1.138
F3 -4.9588 -1.5198 -0.6913  -0.475
F4 -4.4402 -0.5699 1.5247  -0.495
O5 3.2133 -2.4615 -0.1916  -0.996
H1 3.0957 -1.5563 0.1253  0.493
H2 3.8711 -2.3801 -0.8995  0.525
O6 2.0054 3.1999 -0.4255  -0.987
H3 2.3010 2.7694 0.3841  0.484
H4 2.3611 4.0999 -0.3677  0.510
O7 -1.2453 -0.3511 2.8381  -0.956
H5 -1.4203 0.5416 3.1486  0.481
H6 -0.4423 -0.5966 3.3119  0.481
O8 3.5899 0.0427 1.4983  -0.956
H7 4.2168 0.7526 1.6973  0.512
H8 2.7373 0.3761 1.7841  0.451
O9 -1.0230 3.5998 -0.7457  -0.907
H9 -0.2322 3.7298 -1.3044  0.558
H10 -0.7466 3.8761 0.1442  0.554
O10 0.6853 -3.8997 -0.3208  -0.944
H11 0.8705 -4.4205 -1.1303  0.577
H12 1.5773 -3.6408 0.0315  0.591
O11 0.3083 -3.1727 2.2105  -0.930
H13 0.7483 -2.3657 2.5206  0.549
H14 0.6755 -3.8985 2.7579  0.575
O12 -2.6370 2.4975 0.9680  -0.923
H15 -3.2135 3.2054 1.3236  0.559
H16 -2.1305 2.1767 1.7257  0.551
O13 2.4210 -0.6080 -3.7305  -0.912
H17 1.9717 -0.3823 -2.9096  0.438
H18 1.7520 -1.0194 -4.2917  0.473
O14 -1.4600 1.9684 -2.8740  -0.928
H19 -0.5084 2.1722 -2.9132  0.557
H20 -1.7498 1.9064 -3.8082  0.573

Atoms 1-6, force components in eV/Å:
4.6 -2.9 2.8
1.5 3.8 0.2
-0.7 -0.2 -0.3
1.0 0.8 0.7
0.0 -0.2 -0.3
-0.9 -0.7 -0.4

## Properties
charge	+4
lowest unoccupied orbital energy (alpha / beta)	-17.69 / -15.94	eV
energy relative to the best compared isomer or geometry (same formula, charge and spin)	0.926	eV
spin multiplicity	7
orbital gap (alpha / beta)	3.172 / 4.924	eV

---

CrH12O6 as an isolated structure, computed with ωB97M-V/def2-TZVPD.

Each line ends with the natural charge from an NBO analysis.
Geometry (Å):
Cr1 0.0059 -0.0964 0.0122  1.271
O1 -0.7435 1.8092 0.8046  -0.921
H1 -1.1621 2.4576 0.2275  0.527
H2 0.0579 2.2436 1.1814  0.519
O2 1.7939 0.7884 -0.6369  -0.974
H3 2.7322 0.5292 -0.4419  0.534
H4 1.8113 1.2980 -1.4576  0.524
O3 -0.7509 0.4443 -1.8158  -0.937
H5 -0.3453 0.6187 -2.6993  0.538
H6 -1.6645 0.2906 -2.1313  0.531
O4 0.8956 -0.5349 1.8152  -0.911
H7 0.6085 -0.2195 2.6696  0.534
H8 1.8402 -0.6264 1.7978  0.523
O5 -1.8440 -0.7529 0.8312  -0.976
H9 -2.2217 -0.7433 1.7599  0.545
H10 -2.5915 -0.8261 0.2327  0.515
O6 0.5618 -1.9600 -0.4867  -0.912
H11 -0.2564 -2.4711 -0.6208  0.534
H12 1.2725 -2.2489 -1.0417  0.536

Atoms 1-6, force components in eV/Å:
-0.5 0.7 0.7
1.4 -0.1 0.3
-0.1 0.2 0.0
-0.9 0.0 -0.3
2.2 0.1 -0.2
-1.0 0.5 -0.4

## Properties
charge	+2
lowest unoccupied orbital energy (alpha / beta)	-7.25 / -7.25	eV
energy relative to the best compared isomer or geometry (same formula, charge and spin)	0.285	eV
spin multiplicity	5
orbital gap (alpha / beta)	8.300 / 13.206	eV

---

CrH6O11P2 as an isolated structure, computed with ωB97M-V/def2-TZVPD.

Each line ends with the natural charge from an NBO analysis.
Geometry (Å):
Cr1 -0.0491 -0.5950 -0.2213  1.311
P1 -1.0110 -2.0923 1.4059  2.482
O1 -1.3314 -2.1732 -0.1182  -1.137
O2 0.5236 -1.8936 1.2582  -1.173
O3 -1.6503 -3.0350 2.3779  -1.210
O4 -1.2650 -0.5534 1.4498  -1.038
P2 -1.1261 1.8431 -0.9565  2.515
O5 -0.9213 2.9821 -1.9876  -1.265
O6 -2.3614 2.1867 -0.1180  -1.243
O7 0.1238 1.3996 -0.1070  -1.191
O8 -1.2936 0.3568 -1.4343  -1.121
O9 2.2042 -0.2300 -0.2264  -0.902
H1 2.4273 0.5775 0.2542  0.504
H2 3.0375 -0.6989 -0.3498  0.453
O10 0.7010 -1.7706 -2.0321  -0.881
H3 0.0484 -2.0289 -2.6912  0.497
H4 1.5540 -2.0215 -2.3987  0.457
O11 -0.1163 2.5274 2.2859  -1.003
H5 0.5031 3.2530 2.1708  0.415
H6 0.0026 1.9662 1.4384  0.531

Atoms 1-6, force components in eV/Å:
-4.5 0.8 1.4
-0.4 2.0 -1.1
-0.3 -2.4 -1.7
3.1 -1.8 0.6
0.3 -0.2 0.1
-0.7 1.3 1.0

## Properties
charge	-3
lowest unoccupied orbital energy (alpha / beta)	6.88 / 6.82	eV
energy relative to the best compared isomer or geometry (same formula, charge and spin)	0.000	eV
spin multiplicity	4
orbital gap (alpha / beta)	3.392 / 3.382	eV

---

CrH9NO8 as an isolated structure, computed with ωB97M-V/def2-TZVPD.

Each line ends with the natural charge from an NBO analysis.
Geometry (Å):
Cr1 4.7041 6.4702 4.8990  1.667
N1 4.4727 9.3667 4.5106  0.726
O1 4.3065 9.5486 3.3662  -0.414
O2 5.4328 8.5418 4.8856  -0.682
O3 3.7665 9.7763 5.3520  -0.353
O4 4.2115 4.6856 4.6389  -1.016
H1 4.4450 3.9593 4.1123  0.513
O5 3.2892 6.6334 3.2725  -0.872
H2 3.7957 5.8595 2.9452  0.520
H3 3.4271 7.4047 2.6643  0.543
O6 2.9053 5.4288 6.8567  -0.942
H4 1.9640 5.5152 6.6586  0.503
H5 3.2150 4.7981 6.1436  0.501
O7 6.1927 6.8874 3.0072  -0.919
H6 6.2979 7.8242 3.2242  0.536
H7 7.0567 6.4691 3.1014  0.516
O8 6.0448 6.2231 6.6893  -0.865
H8 5.5781 5.7577 7.3541  0.523
H9 5.7895 7.1537 6.8168  0.513

Atoms 1-6, force components in eV/Å:
0.5 0.0 -1.3
-0.7 -0.7 1.5
0.4 0.3 -4.3
0.7 -3.0 0.7
-1.4 1.3 2.7
0.0 2.9 1.5

## Properties
charge	+1
lowest unoccupied orbital energy (alpha / beta)	-8.00 / -6.16	eV
spin multiplicity	4
orbital gap (alpha / beta)	6.152 / 8.005	eV

---

Cs2F8K3N4NaO16S8 as an isolated structure, computed with ωB97M-V/def2-TZVPD.

Each line ends with the Löwdin charge.
Geometry (Å):
Na1 5.8344 -3.0394 -13.7331  0.596
K1 2.9617 0.3689 -13.7534  1.003
K2 11.9491 0.2278 -17.0714  0.943
K3 8.6103 -2.0332 -12.5315  0.872
Cs1 5.1530 -1.8424 -19.6535  1.086
Cs2 8.9484 3.4516 -16.0274  1.082
N1 12.5561 -4.8274 -11.4654  -0.257
S1 11.1959 -5.1946 -10.7465  0.465
O1 10.7116 -6.5267 -10.8488  -0.257
O2 10.2591 -4.0806 -10.7964  -0.375
F1 11.6534 -5.1389 -9.2213  -0.176
S2 11.9853 -4.6851 -13.0141  0.477
O3 11.7707 -3.3265 -13.3975  -0.325
O4 11.2294 -5.6991 -13.6145  -0.235
F2 13.4380 -4.9924 -13.5882  -0.181
N2 6.9550 -4.2892 -12.2691  -0.433
S3 6.5040 -4.9658 -10.9003  0.485
O5 7.4459 -4.9146 -9.8522  -0.206
O6 5.5666 -6.0265 -10.9539  -0.222
F3 5.5164 -3.6791 -10.4813  -0.274
S4 7.5884 -5.7138 -12.9892  0.527
O7 6.6528 -6.5266 -13.6644  -0.222
O8 8.5850 -6.3304 -12.2212  -0.187
F4 8.2799 -4.8688 -14.1519  -0.194
N3 7.3599 -1.5553 -14.9850  -0.333
S5 6.7682 -0.3875 -15.8612  0.497
O9 6.1279 -0.7875 -17.0750  -0.417
O10 7.4120 0.8882 -15.8054  -0.419
F5 5.5469 -0.1465 -14.7529  -0.308
S6 8.6725 -1.9603 -16.0661  0.501
O11 9.5063 -0.8671 -16.4695  -0.334
O12 8.3026 -2.8904 -17.0324  -0.186
F6 9.5063 -2.7757 -15.0747  -0.136
N4 12.1763 -4.5144 -18.8406  -0.284
S7 11.4942 -5.0854 -17.5219  0.504
O13 10.4309 -4.2400 -17.0398  -0.326
O14 12.3626 -5.6973 -16.5871  -0.221
F7 10.6943 -6.2477 -18.2375  -0.164
S8 13.1603 -3.3751 -18.3891  0.460
O15 14.4805 -3.7369 -18.0770  -0.222
O16 12.5524 -2.4184 -17.5021  -0.422
F8 13.2548 -2.5952 -19.7663  -0.187

Atoms 1-6, force components in eV/Å:
-0.1 -0.8 -0.1
-0.2 0.1 0.2
0.6 -1.3 -0.2
1.4 -1.0 1.1
0.1 -0.4 -0.3
0.0 0.2 0.1

## Properties
charge	+2
lowest unoccupied orbital energy	-7.71	eV
spin multiplicity	1
orbital gap	3.419	eV

---

| no. | largest force on an atom (eV/Å) |
| --- | --- |
| 1 | 5.6 |
| 2 | 12.3 |
| 3 | 7.1 |
| 4 | 4.5 |
| 5 | 1.2 |
| 6 | 0.0 |
| 7 | 0.1 |
| 8 | 6.1 |
| 9 | 2.5 |
| 10 | 4.8 |
| 11 | 4.4 |
| 12 | 5.6 |